No. 1
Computed, not measured: a structure of composition C3H4LiO3, with the ωB97M-V functional and the def2-TZVPD basis.

Structure (XYZ):
```
11
Properties=species:S:1:pos:R:3
O 1.135 -0.963 -0.187
O -1.108 1.377 -0.323
O 1.093 1.958 0.039
C 0.112 1.278 0.115
C 0.048 -0.332 0.408
C -1.287 -0.231 -0.278
Li 2.463 0.436 -0.136
H 1.114 -1.919 -0.082
H 0.004 -0.515 1.490
H -1.429 -0.482 -1.331
H -2.144 -0.608 0.286
```

Summary:
E_HOMO in eV: -15.3
DFT total energy in eV: -9516.78931
Net charge: +1
ΔE to the lowest compared entry with this formula, charge and spin in kcal/mol: 25.2
Frontier orbital gap in hartree: 0.4130
F_max in eV/Å: 3.71

These are the Mulliken partial charges, in e, on atoms 1 to 6: -0.625, -0.314, -0.664, 0.743, 0.067, -0.386

No. 2
Computed, not measured: a structure of composition C3H4LuO3, with the ωB97M-V functional and the def2-TZVPD basis.

Structure (XYZ):
```
11
Properties=species:S:1:pos:R:3
Lu -0.172 -0.747 0.199
O 1.556 -2.363 3.181
O 0.539 -0.596 2.221
O 0.961 -2.375 1.008
C -0.720 0.854 -1.961
C 1.022 -1.826 2.205
C -0.559 1.731 -0.950
H -1.710 0.464 -2.216
H -1.428 2.075 -0.381
H 0.394 2.204 -0.695
H 0.117 0.580 -2.610
```

Summary:
E_HOMO in eV: -13.0
DFT total energy in eV: -42930.66822
Net charge: +1
ΔE to the lowest compared entry with this formula, charge and spin in kcal/mol: 0.0
Frontier orbital gap in hartree: 0.2297
F_max in eV/Å: 5.68

These are the Mulliken partial charges, in e, on atoms 1 to 6: 1.652, -0.518, -0.674, -0.677, -0.818, 1.040

No. 3
Computed, not measured: a structure of composition C3H4LuO4, with the ωB97M-V functional and the def2-TZVPD basis.

Structure (XYZ):
```
12
Properties=species:S:1:pos:R:3
Lu 1.066 1.734 -1.721
O 2.859 1.611 -0.705
O -1.295 -0.543 -1.008
O -1.377 -0.887 1.162
O -3.137 -1.455 -0.098
C -0.269 0.031 1.004
C 0.094 -0.090 -0.462
C -2.007 -1.030 -0.012
H -0.636 1.025 1.298
H 0.541 -0.278 1.674
H 3.451 0.880 -0.532
H 0.712 -0.995 -0.599
```

Summary:
E_HOMO in eV: -13.4
DFT total energy in eV: -44977.15583
Net charge: +1
ΔE to the lowest compared entry with this formula, charge and spin in kcal/mol: 0.0
Frontier orbital gap in hartree: 0.2314
F_max in eV/Å: 3.75

These are the Mulliken partial charges, in e, on atoms 1 to 6: 1.645, -0.745, -0.343, -0.306, -0.518, -0.307

No. 4
Computed, not measured: a structure of composition C3H4MgO4Zn, with the ωB97M-V functional and the def2-TZVPD basis.

Structure (XYZ):
```
13
Properties=species:S:1:pos:R:3
Zn 1.293 -3.185 -2.054
Mg -2.175 0.230 1.043
O -1.635 1.375 -0.392
O 1.310 -1.984 -0.493
O 0.126 -1.610 -2.300
O 0.190 1.525 1.024
C -0.212 0.376 1.825
C -0.281 1.486 -0.310
C 0.585 -1.244 -1.195
H 0.256 0.401 -0.841
H -0.058 0.679 2.871
H 0.494 -0.451 1.612
H 0.106 2.402 -0.790
```

Summary:
E_HOMO (alpha / beta) in eV: -12.1 / -12.5
DFT total energy in eV: -65216.86320
2S+1: 2
Net charge: +1
ΔE to the lowest compared entry with this formula, charge and spin in kcal/mol: 28.9
Frontier orbital gap (alpha / beta) in hartree: 0.2260 / 0.2152
F_max in eV/Å: 3.88

These are the Mulliken partial charges, in e, on atoms 1 to 6: 0.492, 1.036, -0.661, -0.552, -0.544, -0.304

No. 5
Computed, not measured: the molecule C3H4N2, with the ωB97M-V functional and the def2-TZVPD basis.

Structure (XYZ):
```
9
Properties=species:S:1:pos:R:3
N -1.105 -1.162 0.203
N -2.115 -0.079 0.101
C -0.125 -0.306 0.022
C 1.359 -0.436 0.033
C -1.424 0.926 -0.121
H -1.703 1.997 -0.311
H 1.761 -1.225 -0.484
H 1.629 -0.186 1.007
H 1.722 0.472 -0.449
```

Summary:
E_HOMO in eV: -9.4
DFT total energy in eV: -6150.94179
SMILES string: CC1=CN=N1
ΔE to the lowest compared entry with this formula, charge and spin in kcal/mol: 114.4
Frontier orbital gap in hartree: 0.3510
F_max in eV/Å: 3.98

These are the Mulliken partial charges, in e, on atoms 1 to 6: -0.430, -0.261, 0.429, -0.960, -0.028, 0.300

No. 6
Computed, not measured: the molecule C3H4N2, with the ωB97M-V functional and the def2-TZVPD basis.

Structure (XYZ):
```
9
Properties=species:S:1:pos:R:3
N -0.889 -0.973 -0.056
N 2.531 -0.586 -0.042
C -0.820 0.358 -0.109
C 1.560 0.034 -0.094
C 0.472 0.928 0.000
H 0.013 -1.436 -0.007
H -1.701 1.059 -0.246
H -1.785 -1.398 0.305
H 0.620 2.013 0.248
```

Summary:
E_HOMO in eV: -8.5
DFT total energy in eV: -6154.73585
SMILES string: N#C/C=C\N
ΔE to the lowest compared entry with this formula, charge and spin in kcal/mol: 26.9
Frontier orbital gap in hartree: 0.3395
F_max in eV/Å: 3.98

These are the Mulliken partial charges, in e, on atoms 1 to 6: -0.382, -0.412, 0.009, 0.234, -0.496, 0.210

No. 7
Computed, not measured: a structure of composition C3H4N2, with the ωB97M-V functional and the def2-TZVPD basis.

Structure (XYZ):
```
9
Properties=species:S:1:pos:R:3
N -0.469 -1.410 -0.030
N -0.477 0.838 -0.209
C -1.174 -0.298 0.025
C 0.834 0.421 -0.007
C 0.778 -0.816 -0.070
H 1.812 -1.332 -0.031
H 1.746 1.049 0.018
H -2.157 -0.315 -0.159
H -0.893 1.861 0.464
```

Summary:
E_HOMO in eV: -9.5
DFT total energy in eV: -6153.42296
ΔE to the lowest compared entry with this formula, charge and spin in kcal/mol: 57.1
Frontier orbital gap in hartree: 0.3659
F_max in eV/Å: 10.35

These are the Mulliken partial charges, in e, on atoms 1 to 6: -0.529, -0.302, -0.183, -0.203, -0.106, 0.242

No. 8
Computed, not measured: a structure of composition C3H4N2O, with the ωB97M-V functional and the def2-TZVPD basis.

Structure (XYZ):
```
10
Properties=species:S:1:pos:R:3
O -1.984 0.284 0.465
N -0.212 -1.362 0.131
N 1.104 -1.302 0.013
C 1.489 -0.006 0.029
C -0.695 -0.004 0.140
C 0.416 0.859 0.100
H 0.397 1.938 0.123
H -2.172 -0.105 1.329
H -0.711 -0.715 -0.902
H 2.543 0.237 -0.037
```

Summary:
E_HOMO in eV: -10.1
DFT total energy in eV: -8200.32295
ΔE to the lowest compared entry with this formula, charge and spin in kcal/mol: 82.2
Frontier orbital gap in hartree: 0.3842
F_max in eV/Å: 0.35

These are the Mulliken partial charges, in e, on atoms 1 to 6: -0.495, -0.297, -0.449, -0.362, 0.470, -0.228

No. 9
Computed, not measured: the molecule C3H4N2O, with the ωB97M-V functional and the def2-TZVPD basis.

Structure (XYZ):
```
10
Properties=species:S:1:pos:R:3
O -1.549 1.025 -0.898
N -0.677 -0.826 -0.106
N -0.362 1.403 -0.275
C 0.103 0.276 0.176
C -1.643 -0.295 -0.758
C 1.444 -0.084 0.682
H -2.473 -0.815 -1.208
H 1.547 -0.971 0.070
H 2.185 0.726 0.603
H 1.424 -0.439 1.714
```

Summary:
E_HOMO in eV: -10.7
DFT total energy in eV: -8202.08727
SMILES string: Cc1ncon1
ΔE to the lowest compared entry with this formula, charge and spin in kcal/mol: 41.5
Frontier orbital gap in hartree: 0.4328
F_max in eV/Å: 1.35

These are the Mulliken partial charges, in e, on atoms 1 to 6: -0.131, -0.502, -0.416, 0.558, 0.133, -0.897

No. 10
Computed, not measured: the molecule C3H4N2O, with the ωB97M-V functional and the def2-TZVPD basis.

Structure (XYZ):
```
10
Properties=species:S:1:pos:R:3
O 1.543 0.449 -1.480
N -0.593 -0.377 -1.140
N -1.371 -0.954 1.788
C -0.517 -0.333 1.320
C 0.580 0.452 0.756
C 0.592 0.205 -0.765
H 1.519 0.152 1.242
H -1.474 -0.208 -0.675
H -0.705 -0.893 -1.984
H 0.417 1.510 0.970
```

Summary:
E_HOMO in eV: -10.5
DFT total energy in eV: -8203.30612
SMILES string: N#CCC(N)=O
ΔE to the lowest compared entry with this formula, charge and spin in kcal/mol: 13.4
Frontier orbital gap in hartree: 0.4100
F_max in eV/Å: 1.68

These are the Mulliken partial charges, in e, on atoms 1 to 6: -0.568, -0.349, -0.398, 0.234, -0.307, 0.423

No. 11
Computed, not measured: a cluster of 2 separate species, C3H4N2O in total, with the ωB97M-V functional and the def2-TZVPD basis.

Structure (XYZ):
```
10
Properties=species:S:1:pos:R:3
O 0.017 1.508 -0.356
N -2.994 -0.538 0.159
N 1.698 -0.154 0.185
C -2.010 -0.058 -0.194
C -0.671 0.269 -0.440
C 0.496 0.437 0.456
H 1.483 -0.883 -0.523
H -0.345 -0.318 -1.766
H 0.294 0.440 1.561
H 2.032 -0.704 0.917
```

Summary:
E_HOMO in eV: -10.4
DFT total energy in eV: -8199.88522
ΔE to the lowest compared entry with this formula, charge and spin in kcal/mol: 92.2
Frontier orbital gap in hartree: 0.4016
F_max in eV/Å: 6.19

These are the Mulliken partial charges, in e, on atoms 1 to 6: -0.417, -0.355, -0.595, -0.016, -0.012, 0.339

No. 12
Computed, not measured: the molecule C3H4N2O, with the ωB97M-V functional and the def2-TZVPD basis.

Structure (XYZ):
```
10
Properties=species:S:1:pos:R:3
O 1.742 -1.209 -0.308
N -0.209 -1.699 0.432
N -1.646 0.088 -0.219
C 1.664 0.058 -0.107
C -0.496 -0.450 0.358
C 0.505 0.573 0.359
H -2.104 -0.493 -0.889
H -2.163 0.791 0.275
H 0.196 1.604 0.357
H 2.511 0.738 -0.257
```

Summary:
E_HOMO (alpha / beta) in eV: -9.1 / -8.8
DFT total energy in eV: -8198.89316
ΔE to the lowest compared entry with this formula, charge and spin in kcal/mol: 115.1
Frontier orbital gap (alpha / beta) in hartree: 0.3107 / 0.2568
F_max in eV/Å: 1.37

These are the Mulliken partial charges, in e, on atoms 1 to 6: -0.445, -0.448, -0.424, 0.025, 0.724, -0.501